[1]
ORCA calculation (the ωB97M-V functional and the def2-TZVPD basis) on a molecular structure, C32H53Ge2MnNOPS.

Calculated values
- Energy above the lowest of the compared OMol25 structures with the same formula, charge and spin: 0.00 kcal per mole
- Net charge: +1
- HOMO level (alpha / beta): -10.016 / -10.505 eV
- HOMO-LUMO gap (alpha / beta): 8.092 / 8.143 eV
- 2S+1: 6

CARTESIAN COORDINATES (ANGSTROEM)
Ge  0.251  2.121  -0.829
Ge  1.951  0.214  -0.951
Mn  -0.724  -0.565  -0.156
S  -0.266  -3.487  -1.871
P  -0.823  -1.078  2.436
O  -0.275  -2.513  -0.697
N  -5.169  -5.802  -3.758
C  -4.152  -2.194  -0.717
C  3.010  7.064  -0.320
C  1.304  -4.331  -1.737
C  -0.963  2.549  0.684
C  -0.303  -3.191  4.321
C  4.009  6.107  -0.189
C  2.121  -0.547  -2.761
C  -3.501  -2.756  -3.351
C  3.846  -0.716  1.061
C  -0.539  2.364  -2.617
C  -4.672  -3.322  -1.325
C  -0.179  0.188  3.590
C  -2.991  -1.631  -2.733
C  1.704  6.667  -0.560
C  -2.995  -0.994  4.338
C  -2.730  -0.114  -0.753
C  -1.321  -4.814  -1.325
C  0.003  -2.640  2.931
C  1.404  5.318  -0.670
C  -2.596  -1.284  2.891
C  3.704  4.762  -0.304
C  2.055  2.914  -0.682
C  -4.345  -3.619  -2.648
C  -0.779  3.818  -3.025
C  -3.302  -1.313  -1.402
C  2.925  1.890  -0.775
C  3.590  -0.803  -3.105
C  -4.825  -4.821  -3.268
C  2.394  4.345  -0.552
C  -0.340  3.459  1.745
C  2.564  -1.154  0.352
C  1.279  0.536  3.294
H  4.003  2.024  -0.783
H  -1.455  4.326  -2.333
H  -2.865  -2.304  2.603
H  4.661  -0.599  0.345
H  2.091  -3.643  -2.040
H  1.630  1.331  3.950
H  1.935  -0.325  3.438
H  1.775  -1.399  1.064
H  -3.256  -2.975  -4.382
H  1.284  -5.183  -2.416
H  -0.182  4.467  1.364
H  -0.073  -2.470  5.106
H  4.158  0.129  -3.112
H  -1.473  1.804  -2.648
H  4.492  4.030  -0.192
H  -0.810  1.072  3.469
H  -1.349  -3.479  4.416
H  -2.835  0.053  4.590
H  4.065  -1.470  -2.381
H  -2.310  -4.386  -1.178
H  -0.302  -0.152  4.620
H  -2.753  0.735  -1.436
H  -2.444  -1.599  5.055
H  0.300  -4.079  4.507
H  1.667  0.130  -3.485
H  0.630  3.091  2.083
H  -1.305  1.618  1.146
H  2.745  -2.064  -0.226
H  1.077  -2.466  2.819
H  0.143  1.884  -3.322
H  -3.308  0.165  0.131
H  -0.926  -5.221  -0.395
H  0.153  4.383  -3.061
H  3.725  0.241  1.571
H  3.694  -1.259  -4.091
H  -3.157  -0.627  2.223
H  3.252  8.115  -0.230
H  -1.361  -5.574  -2.106
H  -4.433  -1.967  0.305
H  -1.857  3.005  0.252
H  -4.056  -1.203  4.473
H  -5.338  -3.979  -0.781
H  1.396  0.875  2.261
H  0.920  7.405  -0.661
H  -0.261  -3.369  2.160
H  -1.233  3.865  -4.015
H  1.547  -1.477  -2.803
H  -2.344  -0.965  -3.295
H  4.162  -1.455  1.801
H  -0.993  3.537  2.617
H  1.448  -4.654  -0.707
H  5.028  6.413  0.004
H  0.380  5.015  -0.858

---

[2]
ORCA calculation (the ωB97M-V functional and the def2-TZVPD basis) on a molecular structure, C32H53N7O3P2SSi2Sr in a non-equilibrium geometry.

Calculated values
- Energy above the lowest of the compared OMol25 structures with the same formula, charge and spin: 2.01 kcal per mole
- Net charge: 0
- HOMO level: -5.697 eV
- HOMO-LUMO gap: 5.725 eV
- 2S+1: 1

CARTESIAN COORDINATES (ANGSTROEM)
Sr  0.232  -1.478  -0.102
S  -0.740  1.426  -1.158
P  1.467  -1.664  -3.175
P  3.089  -2.056  0.717
Si  -1.494  0.133  4.485
Si  -1.221  1.287  2.453
O  2.239  -1.891  1.961
O  2.277  -2.747  -0.354
O  0.013  -1.331  -2.706
N  -3.108  0.514  -2.207
N  1.899  -0.603  -4.475
N  3.555  -0.460  0.238
N  -2.908  2.666  -2.172
N  1.254  -3.161  -4.081
N  4.537  -2.881  0.808
N  -3.013  -1.267  -0.690
C  -4.280  1.043  -2.733
C  0.869  -4.277  -3.240
C  -2.674  -1.731  -3.020
C  2.300  3.288  3.349
C  -2.253  1.524  -1.856
C  -2.566  -3.085  -2.756
C  -0.401  -1.395  4.444
C  -2.825  2.043  1.862
C  -3.646  1.359  0.962
C  2.401  0.294  -0.259
C  -2.906  -2.577  -0.449
C  -5.307  3.094  1.105
C  -3.271  3.265  2.370
C  -3.299  -0.377  4.572
C  0.176  2.532  2.459
C  -2.699  -3.522  -1.447
C  2.324  -3.526  -4.986
C  4.353  -4.288  1.160
C  0.180  3.630  1.595
C  -4.147  2.379  -2.719
C  -4.500  3.791  1.993
C  -2.356  3.987  -1.954
C  5.774  -2.333  1.330
C  -4.879  1.878  0.590
C  4.118  0.320  1.345
C  1.253  2.376  3.332
C  0.948  0.383  -4.941
C  -2.909  -0.881  -1.957
C  1.225  4.541  1.604
C  3.275  -0.167  -4.502
C  -1.086  1.215  5.962
C  2.285  4.372  2.485
H  3.130  3.146  4.029
H  1.974  -0.164  -1.164
H  5.227  -4.852  0.827
H  -2.551  -1.334  -4.015
H  2.546  -2.693  -5.650
H  -0.951  0.232  1.423
H  3.870  -0.790  -3.830
H  -0.637  3.761  0.897
H  -0.779  -2.171  5.113
H  -3.024  -2.882  0.589
H  -3.958  0.483  4.439
H  1.207  1.389  -4.580
H  3.251  -3.815  -4.462
H  -1.221  0.653  6.890
H  -1.948  4.039  -0.945
H  6.067  -1.453  0.759
H  3.707  -0.245  -5.507
H  6.556  -3.081  1.195
H  0.448  -5.085  -3.850
H  -0.042  0.135  -4.556
H  -6.268  3.500  0.814
H  4.308  1.336  0.992
H  5.058  -0.093  1.697
H  5.733  -2.083  2.398
H  0.898  0.427  -6.036
H  2.015  -4.379  -5.598
H  -0.357  -1.824  3.440
H  -0.059  1.582  5.936
H  1.214  5.383  0.923
H  -3.316  0.420  0.526
H  3.427  0.370  2.189
H  -2.623  -4.571  -1.196
H  3.381  0.878  -4.175
H  2.706  1.301  -0.546
H  -4.818  3.154  -3.041
H  -3.548  -1.107  3.798
H  1.287  1.524  4.004
H  -2.346  -3.779  -3.555
H  3.101  5.085  2.495
H  0.632  -1.177  4.719
H  4.229  -4.439  2.239
H  -5.086  0.412  -3.062
H  -5.501  1.334  -0.110
H  0.099  -3.959  -2.535
H  -1.560  4.195  -2.667
H  -1.749  2.083  6.001
H  -3.155  4.716  -2.063
H  -4.828  4.741  2.396
H  -3.521  -0.830  5.542
H  1.682  0.437  0.580
H  1.708  -4.691  -2.660
H  3.478  -4.680  0.646
H  -2.650  3.821  3.066

---

[3]
ORCA calculation (the ωB97M-V functional and the def2-TZVPD basis) on a molecular structure, C32H54CaN3OP2S in a non-equilibrium geometry.

Calculated values
- Net charge: +1
- HOMO level: -8.272 eV
- HOMO-LUMO gap: 5.583 eV
- 2S+1: 1

CARTESIAN COORDINATES (ANGSTROEM)
Ca  -0.597  -0.068  1.016
S  1.616  2.161  4.607
P  0.295  -2.842  1.092
P  0.043  2.648  0.169
O  -3.221  -0.274  4.203
N  -1.993  -0.154  -0.832
N  1.228  -0.306  -0.548
N  1.200  0.536  2.634
C  1.562  3.835  0.244
C  1.410  4.811  -0.923
C  -1.742  3.602  -0.003
C  -3.916  0.441  -3.707
C  1.540  4.480  1.619
C  -2.396  -0.026  -1.927
C  2.086  -1.350  -0.631
C  -2.059  3.784  -1.483
C  0.689  1.986  -1.346
C  -0.675  -4.168  3.350
C  2.119  0.507  -2.690
C  1.966  -2.521  0.369
C  -1.698  4.937  0.748
C  -0.127  -3.508  -1.645
C  -2.083  -3.658  -0.088
C  0.578  1.390  3.453
C  3.087  -1.412  -1.617
C  -0.314  -5.443  -0.086
C  -1.752  -1.092  -3.920
C  -0.575  -3.936  -0.238
C  3.068  -0.501  -2.683
C  2.574  0.516  2.897
C  2.866  3.024  0.091
C  -1.542  1.331  -3.995
C  2.979  1.318  3.936
C  1.377  -2.778  3.692
C  -2.419  0.191  -3.396
C  1.358  0.718  -1.480
C  1.588  -4.963  2.518
C  0.672  -3.751  2.724
C  -2.875  2.781  0.627
C  -2.473  -0.250  3.332
H  2.861  2.159  0.770
H  -4.375  0.996  -2.857
H  -2.334  -2.615  -0.329
H  1.884  -5.341  3.510
H  2.504  -4.703  1.972
H  -1.855  -1.251  -5.004
H  -2.431  -3.873  0.931
H  0.701  5.168  1.777
H  -1.223  -4.892  2.733
H  0.915  -3.786  -1.845
H  -0.462  1.161  -3.852
H  -0.492  1.550  3.452
H  1.496  3.710  2.404
H  -0.825  -5.959  -0.914
H  -2.688  5.417  0.716
H  -1.460  4.798  1.809
H  3.741  3.645  0.342
H  3.012  2.656  -0.935
H  -2.959  4.407  -1.611
H  0.783  -1.874  3.885
H  -2.715  2.583  1.694
H  -1.704  1.357  -5.090
H  -2.280  2.819  -1.952
H  3.780  -2.252  -1.567
H  -4.073  1.050  -4.615
H  2.692  -2.366  1.180
H  0.456  2.510  -2.285
H  1.525  -3.298  4.650
H  -4.447  -0.523  -3.776
H  2.361  -2.462  3.331
H  0.751  -5.691  -0.160
H  3.984  1.427  4.328
H  2.467  5.054  1.756
H  -0.240  -2.429  -1.808
H  3.836  -0.607  -3.457
H  2.363  5.349  -1.065
H  -2.642  -4.308  -0.778
H  1.212  4.259  -1.853
H  0.614  5.562  -0.787
H  3.245  -0.102  2.316
H  -3.828  3.336  0.557
H  1.093  -5.790  1.997
H  2.276  -3.429  -0.166
H  -0.993  5.656  0.328
H  -0.723  -5.856  0.845
H  -1.242  4.262  -2.033
H  -1.776  2.340  -3.647
H  -2.095  -1.991  -3.385
H  -0.668  -1.012  -3.696
H  -0.754  -4.018  -2.391
H  -1.319  -3.291  3.507
H  -3.029  1.830  0.110
H  2.121  1.290  -3.456
H  -0.487  -4.632  4.330

---

So what do the calculations give for calculated total energy? Going down the list: -7425.25502; -3550.99133; -3249.56945 hartree.